(1)
This record from OMol25 describes a structure of composition C50H50BrClN5OP2Ru at a distorted geometry. The level of theory is the ωB97M-V functional and the def2-TZVPD basis.

Net charge ... 0
E_LUMO (spin up / spin down) ... 0.1 / 0.0 eV
Spin multiplicity ... 2
HOMO-LUMO gap (spin up / spin down) ... 0.2031 / 0.1940 hartree
HOMO level (spin up / spin down) ... -5.5 / -5.3 eV
ΔE to the lowest compared entry with this formula, charge and spin ... 268.6 kJ/mol

Each line ends with the Löwdin spin population.
Atoms and positions in Å:
Ru 0.03735 -0.26741 0.24508  0.710
C 4.08134 0.31454 4.77811  0.000
C 4.83228 0.06358 3.63320  0.000
C 4.23783 -0.52195 2.52440  0.000
C 2.88590 -0.86973 2.54665  -0.001
C 2.14228 -0.63150 3.70188  0.000
C 2.73753 -0.03422 4.81198  0.000
P 2.07766 -1.74154 1.14134  -0.013
C 2.97588 -3.34612 1.25232  -0.005
C 3.47496 -3.83748 2.45788  -0.001
C 4.09854 -5.07899 2.50953  0.000
C 4.21467 -5.85273 1.36299  -0.001
C 3.69724 -5.38253 0.16145  0.000
C 3.07618 -4.14142 0.10885  -0.001
C 2.82278 -1.01747 -0.33738  0.002
C 4.10261 -1.22287 -0.85588  -0.001
C 4.47858 -0.55489 -2.01180  0.002
C 3.56691 0.29670 -2.63150  0.000
C 2.29295 0.47902 -2.09733  0.004
C 1.87375 -0.17571 -0.92704  0.014
H 4.54469 0.78240 5.64029  0.000
H 5.88554 0.32407 3.60709  0.000
H 4.83132 -0.71995 1.63809  0.000
H 1.09393 -0.91435 3.72260  0.000
H 2.14842 0.15469 5.70424  0.000
H 3.38279 -3.24639 3.36143  0.000
H 4.49258 -5.44321 3.45140  0.000
H 4.70115 -6.82103 1.40503  0.000
H 3.78340 -5.98093 -0.73826  0.000
H 2.66607 -3.78284 -0.83122  0.000
H 4.80109 -1.89975 -0.37263  0.000
H 5.46849 -0.69809 -2.43164  0.000
H 3.85014 0.81594 -3.54177  0.000
H 1.61979 1.14259 -2.63449  0.000
Cl -0.41795 -1.56730 -2.28200  0.067
C -0.81053 -3.23087 -1.98231  0.003
C -0.84164 -4.09531 -3.06965  0.003
C -1.20470 -5.41219 -2.86202  -0.001
C -1.55947 -5.83733 -1.58508  0.002
C -1.53224 -4.94670 -0.52558  0.004
C -1.11929 -3.62181 -0.69537  0.031
P -1.26491 -2.34514 0.73119  0.063
C -0.71542 -3.44087 2.11672  -0.003
C 0.17710 -4.49682 1.92059  0.000
C 0.57778 -5.31537 2.96860  0.000
C 0.11167 -5.07960 4.25219  0.001
C -0.76029 -4.02152 4.47186  0.000
C -1.16734 -3.21521 3.41487  0.001
C -3.10541 -2.57253 0.63644  0.001
C -3.90003 -3.11015 1.64450  0.000
C -5.28109 -3.20387 1.48966  0.000
C -5.89575 -2.76111 0.32776  0.000
C -5.11211 -2.24539 -0.69540  0.000
C -3.73496 -2.16225 -0.54302  0.001
H -0.60138 -3.73251 -4.06238  0.001
H -1.23228 -6.10186 -3.69719  0.000
H -1.86675 -6.86441 -1.42037  0.000
H -1.83865 -5.27596 0.46198  0.000
H 0.57184 -4.68736 0.93280  0.000
H 1.26536 -6.13231 2.77616  0.000
H 0.43097 -5.70898 5.07646  0.000
H -1.13351 -3.82103 5.47025  0.000
H -1.84772 -2.40218 3.60965  0.000
H -3.45318 -3.47769 2.55708  0.000
H -5.87692 -3.63150 2.28824  0.000
H -6.97214 -2.82504 0.21722  0.000
H -5.57237 -1.91164 -1.62049  0.000
H -3.13485 -1.76112 -1.35631  0.000
C -1.74568 -0.01280 4.17833  0.000
O -0.90974 -0.41537 3.11137  0.016
C -1.45035 -0.54677 1.80809  0.056
C -2.83989 0.01848 1.62092  0.009
H -1.09344 0.12586 5.03950  0.000
H -2.50198 -0.77040 4.42166  0.000
H -2.26006 0.92651 3.96753  0.000
H -3.61288 -0.43445 2.26495  0.001
H -3.15767 -0.13053 0.59861  0.000
H -2.86561 1.10199 1.82309  0.003
Br -0.66428 3.62861 4.53832  -0.001
C 0.53830 2.94261 3.24545  -0.001
C 1.87008 3.28558 3.28571  0.005
C 2.67113 2.77714 2.28943  0.000
C 2.12140 1.94143 1.32929  0.007
N 0.83344 1.62043 1.29277  0.010
C 0.05366 2.12950 2.23615  0.006
H 2.26019 3.93843 4.05578  0.000
H 3.72385 3.02167 2.24954  0.000
H 2.72988 1.53251 0.53206  0.000
H -0.99983 1.90380 2.15834  0.000
C -2.43311 2.37565 -0.51492  0.000
N -2.98114 3.43927 -1.35938  0.000
C -3.18834 2.89883 -2.70854  0.000
N -1.94141 2.38801 -3.28879  0.000
C -1.41766 1.34834 -2.40439  0.000
N -1.15327 1.83856 -1.03141  0.005
C -0.21369 2.98207 -1.13079  0.000
N -0.71708 4.04503 -2.00047  0.000
C -1.99226 4.51962 -1.45054  0.000
C -0.96923 3.48523 -3.33314  0.000
H -3.15713 1.56794 -0.45501  0.000
H -2.26677 2.77740 0.48544  0.000
H -3.58303 3.68737 -3.34998  0.000
H -3.91663 2.08731 -2.65909  0.000
H -0.49308 0.96049 -2.82544  0.000
H -2.14191 0.53743 -2.34492  0.000
H 0.74373 2.62218 -1.50298  0.000
H -0.06094 3.39533 -0.13852  0.000
H -2.38683 5.30888 -2.09142  0.000
H -1.81910 4.92904 -0.45346  0.000
H -0.03010 3.11171 -3.74595  0.000
H -1.35109 4.27225 -3.98427  0.000

Atoms 1-3, force components in eV/Å:
Ru 0.2 -1.5 0.3
C -0.1 0.0 0.0
C 0.0 0.0 0.0

(2)
This record from OMol25 describes a structure of composition C50H50F3N7P2SbSe2Y at a distorted geometry. The level of theory is the ωB97M-V functional and the def2-TZVPD basis.

Net charge ... +2
E_LUMO ... -5.1 eV
Spin multiplicity ... 1
HOMO-LUMO gap ... 0.2493 hartree
HOMO level ... -11.9 eV
ΔE to the lowest compared entry with this formula, charge and spin ... 10.3 kJ/mol

Each line ends with the Mulliken charge.
Atoms and positions in Å:
Y -1.03008 -0.70940 -0.70239  0.385
N -1.54603 -2.55220 1.02039  -0.398
C -0.87132 -3.75303 0.47625  -0.307
C -1.52020 -4.17518 -0.83598  -1.331
N -1.60680 -3.08525 -1.84304  0.997
C -0.63781 -3.31589 -2.93825  -0.183
C 0.78617 -2.99689 -2.51583  -0.931
N 0.89386 -1.55624 -2.18672  -0.369
C -2.96944 -3.02528 -2.41991  0.027
C -3.98400 -2.44324 -1.44971  -0.948
N -3.58428 -1.06846 -1.07326  -0.351
H -1.10963 -2.30998 1.90867  0.046
H -2.50485 -2.78791 1.25904  0.283
H -0.92347 -4.59747 1.16652  0.597
H 0.18244 -3.50130 0.33541  0.201
H -2.52435 -4.54079 -0.61612  0.481
H -0.96204 -5.02252 -1.24112  0.333
H -0.90141 -2.66766 -3.77630  -0.255
H -0.69903 -4.35009 -3.29417  0.440
H 1.46430 -3.27735 -3.32308  0.586
H 1.06728 -3.57556 -1.63646  0.304
H 1.01134 -1.04268 -3.05525  -0.112
H 1.75001 -1.39903 -1.65234  0.378
H -3.29522 -4.01969 -2.74474  0.299
H -2.93906 -2.38387 -3.30292  -0.353
H -4.04423 -3.04331 -0.54184  0.357
H -4.96737 -2.46728 -1.92190  0.585
H -4.12890 -0.76430 -0.27143  0.274
H -3.86315 -0.43926 -1.82288  0.054
Se 2.12381 1.70254 5.27359  -0.245
P 2.99023 0.26202 3.99876  0.822
C 3.14276 -1.38066 4.77231  0.835
C 2.94162 -1.47745 6.14543  -0.416
C 3.10427 -2.69658 6.78752  -0.800
C 3.47148 -3.81959 6.06251  -0.488
C 3.66528 -3.72478 4.69062  -0.850
C 3.49975 -2.51357 4.03963  -0.355
C 4.64335 0.74510 3.40191  0.759
C 5.39912 -0.05905 2.54700  -0.165
C 6.67555 0.33797 2.18359  -0.856
C 7.20704 1.52691 2.66140  -0.498
C 6.45615 2.32681 3.50858  -0.778
C 5.17910 1.93700 3.88145  -0.427
C 2.00596 -0.06187 2.49691  -0.091
C 0.73748 0.27023 2.00206  -0.774
N 0.64543 -0.35997 0.79746  1.403
N 1.77712 -1.02471 0.57146  -0.710
N 2.58767 -0.85355 1.56638  -0.411
P -0.76721 1.11729 2.54238  1.266
Se -2.06282 1.42837 0.82493  -0.635
C -1.56503 0.01649 3.73681  0.492
C -2.92447 -0.27350 3.62950  -0.654
C -3.51640 -1.14010 4.53601  -0.711
C -2.75780 -1.71426 5.54665  -0.643
C -1.40448 -1.42024 5.65527  -0.732
C -0.80234 -0.55792 4.75459  -0.060
C -0.40214 2.72955 3.21981  0.815
C -0.99930 3.17678 4.39071  -0.322
C -0.68345 4.44071 4.86072  -0.702
C 0.21095 5.23996 4.16392  -0.555
C 0.78287 4.79373 2.97852  -0.692
C 0.47308 3.53668 2.49588  -0.659
H 2.67041 -0.59425 6.71017  0.504
H 2.94951 -2.76329 7.85647  0.443
H 3.61219 -4.76945 6.56115  0.419
H 3.95565 -4.60326 4.12833  0.426
H 3.63631 -2.45135 2.96927  0.198
H 4.99844 -0.98035 2.15616  0.203
H 7.25991 -0.29240 1.52550  0.407
H 8.20752 1.82697 2.37879  0.408
H 6.86753 3.25464 3.88350  0.417
H 4.59534 2.55331 4.55149  0.298
H -3.51490 0.19320 2.85170  0.485
H -4.57414 -1.35614 4.45857  0.457
H -3.22217 -2.38359 6.25871  0.425
H -0.81762 -1.85941 6.45151  0.526
H 0.24704 -0.31022 4.85407  0.133
H -1.67965 2.53591 4.93758  0.416
H -1.12724 4.79569 5.78118  0.441
H 0.46871 6.21948 4.54384  0.430
H 1.47376 5.42737 2.43860  0.440
H 0.91455 3.16513 1.57781  0.382
F -4.76906 5.62878 -5.71115  -0.315
C -4.04038 4.65746 -5.16629  0.202
C -4.26301 4.31436 -3.84675  -0.444
C -3.49738 3.30340 -3.28158  -0.554
C -2.53285 2.65776 -4.04387  -0.089
C -2.32325 3.01990 -5.37205  -0.271
C -3.07908 4.02752 -5.94177  -0.633
Sb -1.31678 1.06504 -3.29201  1.653
C -1.89813 -0.24520 -4.90457  0.803
C -1.03263 -0.91753 -5.75955  -0.586
C -1.52889 -1.74342 -6.75969  -0.528
C -2.89765 -1.88766 -6.88795  0.134
F -3.37847 -2.67611 -7.84513  -0.324
C -3.78507 -1.22356 -6.05644  -0.543
C -3.27473 -0.40172 -5.06613  -0.914
C 0.53827 1.98017 -3.86781  0.874
C 0.65761 3.33347 -3.55779  -0.631
C 1.82111 4.02120 -3.85671  -0.590
C 2.85904 3.34000 -4.46788  0.226
F 3.97387 3.99782 -4.77389  -0.312
C 2.77195 1.99429 -4.77403  -0.821
C 1.60479 1.31419 -4.46281  -0.265
H -5.01848 4.83620 -3.27493  0.483
H -3.65367 3.04200 -2.24159  0.347
H -1.56554 2.51832 -5.96248  0.364
H -2.93493 4.33175 -6.96972  0.491
H 0.04081 -0.79051 -5.67645  0.301
H -0.86705 -2.26098 -7.44172  0.522
H -4.85028 -1.34209 -6.20621  0.510
H -3.96112 0.15698 -4.43586  0.469
H -0.16530 3.86494 -3.09460  0.437
H 1.92513 5.07322 -3.62748  0.483
H 3.60735 1.49959 -5.25131  0.492
H 1.53528 0.26321 -4.72109  -0.077

Atoms 1-3, force components in eV/Å:
Y -0.7 -1.4 0.0
N 0.2 0.1 -0.1
C -0.1 0.0 -0.1